(1)
The following is a DFT calculation (ωB97M-V/def2-TZVPD) of 3 unconnected molecules or ions with the total composition C4H13NO2 at a distorted geometry.

Last column: natural (NBO) charge in e.
Atoms and positions in Å:
O  -1.84  -1.28  0.16  -0.950
O  -0.28  -1.01  2.23  -0.942
N  0.41  0.66  -1.30  -0.363
C  0.39  1.92  0.83  -0.643
C  0.62  -1.72  -1.22  -0.157
C  0.77  -0.47  -0.66  0.036
C  0.62  2.04  -0.72  -0.244
H  1.15  -0.38  0.33  0.257
H  1.28  1.42  1.22  0.221
H  -0.21  -1.18  1.28  0.459
H  -0.90  -1.68  2.52  0.479
H  1.66  2.30  -0.89  0.238
H  -2.60  -1.10  0.73  0.502
H  0.17  -2.01  -2.14  0.229
H  -0.54  1.57  1.20  0.247
H  0.05  2.84  -1.15  0.246
H  -1.84  -0.58  -0.50  0.467
H  0.96  -2.53  -0.58  0.234
H  0.63  2.91  1.25  0.255
H  -0.01  0.64  -2.22  0.429

The value obtained for the total energy is -9935.0380 eV. The calculation puts the energy above the lowest of the compared OMol25 structures with the same formula, charge and spin at 25.8 kcal per mole. As for the charge: +1. As for the LUMO energy (spin up / spin down): -3.6 / -7.1 eV. The calculation puts the orbital gap (spin up / spin down) at 10.90 / 7.44 eV. The multiplicity is 2. As for the highest occupied orbital energy (spin up / spin down): -14.53 / -14.53 eV.

***

(2)
The following is a DFT calculation (ωB97M-V/def2-TZVPD) of a gas-phase ion, C3HO6S (charge -1) at a distorted geometry.

Last column: natural (NBO) charge in e.
Atoms and positions in Å:
S  2.14  -0.63  -0.57  1.668
O  -0.46  2.24  -0.25  -0.612
O  -2.30  0.30  0.11  -0.484
O  0.93  -1.46  -0.21  -1.008
O  1.29  1.00  -0.84  -0.711
O  3.11  -0.43  0.52  -0.958
O  -1.64  -0.86  2.01  -0.556
C  -1.58  -0.41  0.95  0.791
C  0.07  1.16  -0.43  0.758
C  -0.84  -0.07  -0.28  -0.137
H  -0.72  -0.85  -1.00  0.249

The value obtained for the total energy is -26247.8608 eV. The calculation puts the energy above the lowest of the compared OMol25 structures with the same formula, charge and spin at 0.0 kcal per mole. As for the charge: -1. As for the LUMO energy: 3.6 eV. The calculation puts the orbital gap at 9.12 eV. As for the highest occupied orbital energy: -5.50 eV.

***

(3)
The following is a DFT calculation (ωB97M-V/def2-TZVPD) of a molecular structure, C7H8Cl2MnN3S2.

Last column: natural (NBO) charge in e.
Atoms and positions in Å:
Mn  -0.41  -0.53  0.08  0.760
Cl  -0.52  0.73  -5.09  0.055
Cl  0.99  -2.14  -0.78  0.077
S  -1.85  -0.46  1.86  -0.156
S  -0.65  0.25  -1.95  -0.164
N  0.58  1.02  1.05  -0.644
N  -0.01  1.45  2.25  -0.432
N  -1.66  1.29  3.83  -0.736
C  1.13  -1.39  -5.20  -0.202
C  0.31  -0.77  -3.00  -0.235
C  1.85  -2.44  -4.66  -0.182
C  -1.12  0.84  2.70  0.332
C  1.82  -2.68  -3.30  -0.229
C  1.05  -1.83  -2.52  -0.031
C  0.37  -0.56  -4.39  -0.028
H  -2.49  0.85  4.17  0.440
H  -1.27  2.06  4.36  0.415
H  1.55  0.77  1.22  0.407
H  0.37  2.26  2.70  0.408
H  0.56  1.77  0.36  0.420
H  2.44  -3.08  -5.31  0.238
H  2.37  -3.49  -2.85  0.242
H  1.15  -1.19  -6.27  0.245

The value obtained for the total energy is -89887.9711 eV. The calculation puts the energy above the lowest of the compared OMol25 structures with the same formula, charge and spin at 0.0 kcal per mole. As for the charge: +1. As for the LUMO energy (spin up / spin down): -3.6 / -3.3 eV. The calculation puts the orbital gap (spin up / spin down) at 7.55 / 8.05 eV. The multiplicity is 2. As for the highest occupied orbital energy (spin up / spin down): -11.14 / -11.35 eV.

***

(4)
The following is a DFT calculation (ωB97M-V/def2-TZVPD) of C2H3N5O in the gas phase at a distorted geometry.

Last column: natural (NBO) charge in e.
Atoms and positions in Å:
O  -1.26  1.60  -0.23  -0.597
N  -1.85  -0.98  -0.12  -0.574
N  -0.45  -0.45  -0.05  -0.038
N  0.99  1.38  0.17  -0.470
N  1.75  -0.92  -0.18  -0.316
N  0.44  -1.34  -0.11  0.099
C  1.94  0.40  -0.08  0.250
C  -0.26  0.93  -0.13  0.679
H  -1.88  -1.32  0.88  0.359
H  2.99  0.79  -0.19  0.211
H  -2.41  -0.09  0.06  0.398

The value obtained for the total energy is -11617.3473 eV. The calculation puts the energy above the lowest of the compared OMol25 structures with the same formula, charge and spin at 80.3 kcal per mole. As for the charge: 0. As for the LUMO energy: -1.2 eV. The calculation puts the orbital gap at 9.21 eV. As for the highest occupied orbital energy: -10.42 eV. Its SMILES is Nn1nncnc1=O.

***

(5)
The following is a DFT calculation (ωB97M-V/def2-TZVPD) of 2 unconnected molecules or ions with the total composition C10H23N4O.

Last column: natural (NBO) charge in e.
Atoms and positions in Å:
O  -3.58  -0.92  -1.97  -0.487
N  -0.31  0.69  -3.21  -0.854
N  0.10  -0.63  -0.30  -0.652
N  0.50  0.25  0.71  -0.205
N  1.96  0.65  2.46  -0.747
C  -0.07  1.62  0.73  -0.048
C  -2.47  -0.37  -2.40  0.242
C  1.43  -2.34  2.66  -0.594
C  -1.53  0.17  -2.92  -0.015
C  3.50  -1.57  1.42  -0.601
C  -4.71  -0.80  -2.83  -0.243
C  1.45  -0.14  1.53  0.594
C  1.97  -1.55  1.46  -0.300
C  -1.55  1.59  0.37  -0.634
C  0.73  2.50  -0.23  -0.629
H  3.88  -0.93  0.62  0.223
H  1.58  -2.00  0.54  0.274
H  1.79  -1.93  3.60  0.204
H  0.68  2.10  -1.24  0.226
H  -5.42  -1.56  -2.52  0.206
H  2.65  0.27  3.09  0.427
H  -5.16  0.20  -2.72  0.188
H  -2.09  0.88  1.00  0.221
H  3.94  -1.25  2.36  0.197
H  0.34  -2.33  2.67  0.221
H  1.77  2.56  0.07  0.214
H  0.01  2.00  1.75  0.195
H  0.18  0.14  -3.91  0.398
H  0.18  -0.18  -1.21  0.398
H  -0.37  1.65  -3.52  0.396
H  -1.97  2.58  0.55  0.237
H  3.84  -2.58  1.23  0.241
H  -1.72  1.34  -0.67  0.238
H  1.76  -3.37  2.58  0.238
H  -4.43  -0.95  -3.88  0.193
H  0.31  3.50  -0.25  0.235
H  1.69  1.61  2.59  0.420
H  -0.87  -0.92  -0.18  0.382

The value obtained for the total energy is -18742.5388 eV. The calculation puts the energy above the lowest of the compared OMol25 structures with the same formula, charge and spin at 0.0 kcal per mole. As for the charge: +1. As for the LUMO energy: -2.3 eV. The calculation puts the orbital gap at 9.40 eV. As for the highest occupied orbital energy: -11.66 eV.

***

(6)
The following is a DFT calculation (ωB97M-V/def2-TZVPD) of 3 unconnected molecules or ions with the total composition C5H15NO3 at a distorted geometry.

Last column: natural (NBO) charge in e.
Atoms and positions in Å:
O  -0.19  -2.83  -1.17  -0.983
O  0.12  -1.81  1.78  -0.745
O  -2.76  -0.95  1.92  -0.940
N  0.62  -0.30  0.07  -0.682
C  1.14  -0.98  1.26  0.106
C  0.79  1.58  -1.53  -0.445
C  -0.65  2.01  -1.41  -0.172
C  1.43  0.86  -0.33  -0.222
C  -1.34  2.25  -0.31  -0.402
H  -0.30  0.06  0.32  0.378
H  0.82  0.86  -2.35  0.213
H  2.34  0.43  -0.78  0.198
H  -2.22  -0.81  2.72  0.469
H  1.96  -1.61  0.95  0.158
H  1.41  -0.27  2.04  0.152
H  1.45  2.38  -1.81  0.225
H  -1.15  2.04  -2.37  0.200
H  -0.16  -1.92  -0.82  0.491
H  -0.89  2.06  0.66  0.177
H  -2.21  -1.59  1.45  0.472
H  0.01  -2.59  1.22  0.491
H  1.64  1.49  0.54  0.176
H  -2.38  2.55  -0.25  0.214
H  0.53  -2.92  -1.80  0.471

The value obtained for the total energy is -13059.9226 eV. The calculation puts the energy above the lowest of the compared OMol25 structures with the same formula, charge and spin at 42.8 kcal per mole. As for the charge: 0. As for the LUMO energy: 0.7 eV. The calculation puts the orbital gap at 10.54 eV. As for the highest occupied orbital energy: -9.81 eV. Its SMILES is C=CCCNCO.O.O.

***

(7)
The following is a DFT calculation (ωB97M-V/def2-TZVPD) of a molecular structure, C44H36Cl2N2O9STeV.

Last column: Löwdin spin population.
Atoms and positions in Å:
Te  0.19  1.43  -0.50  0.003
V  -1.07  -1.64  0.55  0.151
Cl  -0.97  -3.60  4.49  -0.001
Cl  -4.17  -0.01  6.89  -0.001
S  -0.15  -3.55  0.21  -0.049
O  -2.81  -1.98  0.13  0.019
O  1.49  -1.58  2.00  -0.002
O  -2.07  0.36  0.98  0.006
O  -2.31  -0.58  -2.36  0.358
O  1.13  -1.60  -6.01  0.000
O  -5.03  -0.64  -0.48  0.002
O  -1.20  -1.79  2.21  -0.007
O  -3.03  -3.76  1.48  0.002
O  2.61  -3.25  -6.03  0.000
N  -1.44  -0.77  -1.67  0.520
N  0.45  -0.41  0.35  -0.005
C  -7.13  -4.03  0.67  0.000
C  -1.89  -1.38  3.29  0.002
C  -3.58  -2.96  0.78  0.003
C  5.19  0.24  1.30  0.000
C  -0.58  -3.37  -2.52  -0.001
C  1.62  -0.83  1.05  0.000
C  2.88  3.20  0.77  0.000
C  1.12  0.84  -3.43  0.004
C  -7.04  -1.82  -0.29  0.000
C  -7.76  -2.93  0.08  0.000
C  -2.58  -1.71  5.55  0.001
C  -5.78  -4.00  0.87  0.000
C  -3.32  0.25  4.36  0.000
C  1.71  -3.18  -1.74  -0.002
C  -5.01  -2.88  0.48  0.000
C  -0.19  2.85  1.01  0.001
C  4.67  -0.04  -1.03  0.000
C  -0.74  3.97  0.39  0.000
C  -5.66  -1.78  -0.10  0.000
C  -0.37  3.92  3.12  0.000
C  5.58  0.27  -0.03  0.000
C  5.17  3.77  -3.62  0.000
C  1.20  -2.95  -4.08  -0.001
C  2.13  -3.00  -3.04  0.000
C  0.00  2.79  2.39  0.000
C  0.35  -3.33  -1.48  -0.004
C  -0.89  5.05  2.51  0.000
C  3.89  -0.10  1.64  0.000
C  3.36  -0.35  -0.70  0.000
C  -1.08  5.08  1.14  0.000
C  4.04  3.18  -2.83  0.000
C  1.63  -2.55  -5.46  0.000
C  2.97  -0.37  0.63  0.000
C  3.12  2.33  -3.43  0.000
C  3.91  3.46  -1.48  0.000
C  1.96  2.10  -1.36  -0.001
C  -2.62  -0.18  3.23  -0.001
C  0.56  1.61  3.13  0.000
C  2.07  1.78  -2.72  0.000
C  -3.30  -0.52  5.51  -0.001
C  2.89  2.92  -0.70  0.000
C  -0.15  -3.15  -3.82  0.001
C  -2.63  0.64  2.04  0.000
C  -1.86  -2.15  4.45  -0.001
H  -4.09  -0.77  -0.36  0.000
H  -1.62  -3.57  -2.31  0.000
H  6.60  0.52  -0.29  0.000
H  4.98  -0.04  -2.07  0.000
H  3.58  -0.16  2.67  0.000
H  5.91  0.47  2.08  0.000
H  -7.52  -0.96  -0.74  0.000
H  0.97  -0.10  -2.88  0.003
H  2.42  -3.20  -0.92  0.000
H  -2.57  -2.31  6.46  0.000
H  3.90  3.27  1.14  0.000
H  -3.89  1.17  4.33  0.000
H  2.83  -4.04  -5.52  0.000
H  0.13  1.29  -3.59  0.000
H  5.31  4.82  -3.38  0.000
H  -1.15  5.91  3.12  0.000
H  -5.26  -4.83  1.33  0.000
H  6.11  3.26  -3.38  0.000
H  3.22  2.08  -4.48  0.000
H  -8.83  -2.94  -0.08  0.000
H  1.60  1.80  3.43  0.000
H  -0.90  4.00  -0.69  0.000
H  -1.49  5.96  0.66  0.000
H  -0.86  -3.12  -4.63  0.000
H  2.39  2.41  1.33  0.000
H  1.50  0.56  -4.41  0.000
H  4.64  4.10  -1.00  0.000
H  3.19  -2.87  -3.25  0.000
H  0.00  1.44  4.05  0.000
H  -0.23  3.91  4.19  0.000
H  0.54  0.70  2.56  0.000
H  2.66  -0.60  -1.48  0.000
H  2.38  4.15  0.99  0.000
H  -3.18  1.59  2.10  0.000
H  -7.71  -4.90  0.96  0.000
H  5.00  3.68  -4.69  0.000

The value obtained for the total energy is -136465.0393 eV. The calculation puts the energy above the lowest of the compared OMol25 structures with the same formula, charge and spin at 55.6 kcal per mole. As for the charge: +2. As for the LUMO energy (spin up / spin down): -7.8 / -7.7 eV. The calculation puts the orbital gap (spin up / spin down) at 5.21 / 5.31 eV. The multiplicity is 2. As for the highest occupied orbital energy (spin up / spin down): -13.00 / -13.00 eV.

***

(8)
The following is a DFT calculation (ωB97M-V/def2-TZVPD) of 2 unconnected molecules or ions with the total composition C2H6O3.

Last column: natural (NBO) charge in e.
Atoms and positions in Å:
O  -0.22  -1.05  -0.88  -0.699
O  -0.85  0.12  1.60  -0.741
O  0.94  0.43  -2.12  -0.576
C  -0.42  1.12  2.54  -0.250
C  0.72  -0.69  -1.78  0.646
H  -0.20  0.66  3.49  0.173
H  1.22  -1.57  -2.17  0.108
H  -0.48  -0.22  -0.42  0.511
H  -0.33  -0.66  1.75  0.472
H  0.42  1.70  2.16  0.170
H  -1.25  1.83  2.59  0.186

The value obtained for the total energy is -8313.4160 eV. The calculation puts the energy above the lowest of the compared OMol25 structures with the same formula, charge and spin at 25.2 kcal per mole. As for the charge: 0. As for the LUMO energy: 0.8 eV. The calculation puts the orbital gap at 11.54 eV. As for the highest occupied orbital energy: -10.77 eV. Its SMILES is O=CO.CO.